Entry 1:
14
Properties=species:S:1:pos:R:3:forces:R:3:lowdin_charge:R:1 method="wB97M-V/def2-TZVPD" e_lumo_ev=0.82 homo_energy_ev=-9.750 smiles="OCC1C=C1.O" spin_multiplicity=1 de_lowest_kcal_mol=78.3 max_force_ev_per_a=0.3 energy_ha=-307.587663
O 0.3668 -0.4427 -1.4538 -0.178 0.138 -0.069 -0.092
C 1.2360 0.3212 -0.6294 0.222 0.096 0.085 -0.231
C 0.5157 1.0130 0.5226 0.232 0.013 -0.020 -0.254
C -0.9377 1.3795 0.4328 -0.066 -0.122 0.160 -0.019
C -0.6531 0.3781 1.2052 -0.128 0.218 -0.089 -0.012
H -0.4238 0.0940 -1.6078 0.085 -0.109 -0.027 0.091
H 1.7713 1.0667 -1.2364 -0.086 -0.091 0.090 0.114
H 1.9760 -0.3882 -0.2450 -0.060 0.115 -0.006 0.122
H 1.1927 1.6453 1.1088 -0.099 -0.108 -0.098 0.119
H -1.6753 2.0583 0.0294 0.113 -0.117 0.077 0.097
H -0.9522 -0.4101 1.8777 0.022 0.164 -0.103 0.101
O -0.6289 -2.4312 0.3003 -0.092 -0.042 -0.133 -0.075
H -0.2210 -1.8672 -0.3828 -0.065 -0.070 0.089 0.001
H -1.5667 -2.4165 0.0784 0.100 -0.086 0.045 0.038

Entry 2:
50
Properties=species:S:1:pos:R:3:forces:R:3:lowdin_charge:R:1 method="wB97M-V/def2-TZVPD" e_lumo_ev=3.88 homo_energy_ev=-3.499 total_charge=-2 spin_multiplicity=1 de_lowest_kcal_mol=2.7 max_force_ev_per_a=1.9 energy_ha=-2824.208656
N 1.3944 0.6704 -1.4813 -0.577 0.700 0.845 0.327
H 0.7129 0.2098 -0.8676 -0.069 -0.383 -0.053 0.087
H 0.9805 1.5809 -1.7139 0.478 0.264 0.029 0.109
H 1.5381 0.1654 -2.3479 0.373 -0.076 0.076 0.133
H 2.2492 0.8193 -0.9179 0.230 -0.016 -0.473 0.103
Cl 3.8213 2.3332 -3.3587 1.855 0.052 0.290 0.631
O 3.9745 2.2204 -1.9298 -0.727 -0.543 0.035 -0.365
O 4.4360 1.1867 -4.0121 -0.446 -0.103 0.015 -0.407
O 2.4167 2.3787 -3.7279 -0.028 0.151 0.056 -0.396
O 4.5569 3.5127 -3.7568 -0.815 0.110 -0.560 -0.377
Cl 3.0444 -0.6896 1.7011 0.312 0.526 0.491 0.648
O 2.0510 0.3303 1.9278 -0.406 -0.208 -0.234 -0.366
O 3.6038 -0.5219 0.3728 -0.152 -0.147 0.049 -0.369
O 4.0687 -0.5652 2.7096 0.039 -0.271 -0.329 -0.361
O 2.4297 -2.0041 1.7957 0.085 -0.127 -0.007 -0.404
Cl 1.3039 4.3428 0.3624 1.621 0.116 0.626 0.626
O 0.3875 3.8461 -0.6540 -0.119 0.012 0.001 -0.403
O 1.5294 3.3388 1.3715 -0.736 -0.512 0.076 -0.383
O 2.5905 4.6376 -0.2193 -0.593 0.372 -0.388 -0.363
O 0.7622 5.5255 1.0033 -0.394 0.032 -0.421 -0.397
C 0.3165 -2.6599 -0.5474 0.233 -0.057 -0.390 -0.037
C -0.9920 -2.1764 0.0815 -0.322 -0.750 0.157 -0.489
C -0.7761 -2.3287 1.5975 -0.421 1.021 0.349 -0.128
C -1.6539 -1.4134 2.4601 -0.065 -0.317 0.429 -0.174
C -1.6215 0.0137 1.9475 0.385 -0.362 -0.248 -0.131
C -1.9941 0.1605 0.4704 -0.937 0.596 0.043 -0.505
N -1.2156 -0.7911 -0.3054 1.682 0.401 0.370 -0.120
O -1.3446 -0.6704 -1.7044 -0.350 -0.046 0.101 -0.023
C -3.5184 -0.0257 0.3113 -0.011 -1.022 0.394 -0.039
C -1.6373 1.6038 0.0575 0.617 -0.664 -0.587 -0.021
C -2.1835 -3.0980 -0.3292 0.541 -0.747 -0.292 -0.028
H 0.3146 -2.5986 -1.6386 -0.080 0.077 0.026 0.080
H 1.1536 -2.0952 -0.1378 -0.040 0.122 -0.151 0.056
H 0.5407 -3.6981 -0.2877 -0.281 -0.019 0.108 0.092
H -1.0053 -3.3603 1.8623 0.390 -0.153 -0.031 0.116
H 0.2569 -2.0796 1.8401 0.022 -0.241 -0.093 0.088
H -2.6593 -1.8309 2.6075 -0.109 0.201 -0.340 0.100
H -1.2213 -1.4044 3.4664 -0.020 -0.065 -0.022 0.112
H -0.5896 0.3593 2.0648 -0.069 0.127 0.007 0.116
H -2.2764 0.6774 2.5132 0.063 0.023 0.092 0.124
H -4.0332 0.5685 1.0676 -0.089 0.431 -0.406 0.079
H -3.8253 -1.0510 0.5608 0.203 -0.021 -0.107 0.064
H -3.8652 0.1570 -0.7063 -0.050 0.366 0.067 0.078
H -2.4857 2.2658 0.2071 0.130 0.196 0.155 0.088
H -1.3600 1.6287 -0.9987 -0.432 0.089 -0.072 0.070
H -0.7317 1.9585 0.5538 -0.275 0.128 0.298 0.067
H -2.6740 -3.5145 0.5503 -0.388 0.375 -0.015 0.071
H -2.9122 -2.6684 -1.0190 -0.132 0.151 0.215 0.063
H -1.7906 -3.9842 -0.8430 0.016 0.120 -0.057 0.076
H -2.0671 -1.2624 -1.9592 -0.138 0.092 -0.122 0.079

Entry 3:
100
Properties=species:S:1:pos:R:3:forces:R:3:lowdin_charge:R:1 method="wB97M-V/def2-TZVPD" e_lumo_ev="0.18 / 0.18" homo_energy_ev="-5.843 / -5.455" spin_multiplicity=4 de_lowest_kcal_mol=0.0 max_force_ev_per_a=0.4 energy_ha=-3820.104619
V -1.1084 0.7123 0.0999 0.280 0.109 -0.205 0.399
C -0.6271 1.4170 -2.9573 0.027 -0.023 0.034 -0.082
N -1.3165 1.9747 -1.7903 -0.110 0.104 -0.047 -0.323
C -2.7421 2.0975 -2.1343 0.003 -0.008 -0.055 -0.085
C -0.7533 3.2922 -1.4628 -0.022 -0.013 -0.024 -0.177
C -1.0911 3.7095 -0.0463 -0.001 0.007 0.022 -0.184
N -0.4533 2.8305 0.9501 -0.056 0.099 0.034 -0.295
C 0.9799 3.1150 1.0514 -0.036 -0.014 0.012 -0.083
C -1.0358 3.1285 2.2655 0.033 0.026 0.001 -0.097
H -0.7257 2.0840 -3.8255 0.009 0.003 0.002 0.099
H -1.0666 0.4517 -3.1983 0.002 0.006 0.000 0.062
H 0.4272 1.2660 -2.7348 0.008 -0.007 0.002 0.056
H -2.8588 2.6535 -3.0761 -0.002 0.001 0.009 0.098
H -3.2833 2.6101 -1.3459 0.001 0.000 0.005 0.048
H -3.1736 1.1027 -2.2407 -0.005 0.001 -0.003 0.081
H -1.1017 4.0539 -2.1751 -0.010 -0.001 0.011 0.133
H 0.3289 3.2236 -1.5715 0.026 0.030 -0.027 0.092
H -2.1685 3.6485 0.1131 -0.003 0.008 -0.007 0.096
H -0.7868 4.7551 0.1173 0.011 -0.013 0.001 0.132
H 1.1469 4.1665 1.3273 0.009 -0.005 -0.008 0.098
H 1.4958 2.8938 0.1245 0.015 -0.002 -0.036 0.048
H 1.4000 2.4777 1.8262 0.043 -0.014 -0.002 0.070
H -0.8679 4.1832 2.5304 -0.014 -0.004 -0.003 0.098
H -0.5554 2.5052 3.0163 0.008 -0.008 0.020 0.075
H -2.1019 2.9261 2.2545 -0.009 -0.023 0.005 0.036
C -4.5690 2.6180 1.0919 0.011 0.006 0.033 -0.252
Si -3.5454 0.9785 0.9944 -0.005 -0.016 0.076 0.531
C -3.7761 0.3819 2.8186 -0.059 -0.002 -0.029 -0.247
C -4.7232 -0.2040 0.0584 -0.001 -0.006 0.005 -0.319
C -6.1137 -0.1155 0.2002 0.014 -0.009 -0.006 -0.115
C -6.9714 -1.0198 -0.4052 -0.006 0.009 0.008 -0.109
C -6.4418 -2.0556 -1.1624 0.000 -0.012 -0.008 -0.108
C -5.0678 -2.1583 -1.3118 -0.002 0.001 -0.008 -0.118
C -4.1833 -1.2427 -0.7274 -0.007 0.017 -0.018 -0.317
Si -2.2722 -1.4365 -0.9121 -0.091 -0.086 -0.063 0.546
C -1.9803 -3.0635 0.0852 -0.005 0.003 0.003 -0.246
C -2.1068 -2.1476 -2.7060 0.038 -0.025 0.020 -0.250
H -5.5582 2.4284 1.5179 -0.007 0.007 0.009 0.008
H -4.7324 3.0906 0.1189 -0.007 -0.007 -0.013 0.010
H -4.1010 3.3668 1.7397 0.012 0.007 -0.010 0.005
H -4.8351 0.3842 3.0957 -0.006 -0.013 -0.004 0.019
H -3.2598 1.0253 3.5414 0.000 0.016 0.006 0.002
H -3.4145 -0.6423 2.9577 0.022 -0.006 0.005 0.009
H -6.5436 0.6773 0.8032 -0.004 0.007 0.007 0.081
H -8.0442 -0.9241 -0.2820 -0.002 0.001 0.000 0.092
H -7.0973 -2.7797 -1.6329 0.000 -0.001 0.000 0.092
H -4.6806 -2.9844 -1.8986 0.007 -0.004 -0.004 0.079
H -2.4226 -3.9183 -0.4365 -0.018 -0.003 0.006 0.019
H -2.4597 -3.0245 1.0701 0.012 0.017 0.017 0.015
H -0.9167 -3.2739 0.2382 0.003 -0.009 -0.015 -0.003
H -2.9634 -2.7743 -2.9622 -0.002 -0.017 0.004 0.002
H -1.2238 -2.7903 -2.7810 -0.014 0.026 -0.002 0.002
H -2.0291 -1.3884 -3.4898 -0.012 0.004 -0.001 0.001
C 3.3141 2.3463 -1.9466 0.036 -0.007 -0.025 -0.090
N 3.6657 1.1766 -1.1542 -0.023 -0.006 -0.027 -0.289
C 5.0989 0.9857 -1.0046 0.018 0.010 0.047 -0.104
P 2.5079 0.0222 -0.9558 0.044 0.009 -0.215 0.488
O 1.2238 0.5426 -0.4468 -0.025 -0.171 0.233 -0.278
O 3.3126 -0.9879 0.0065 -0.010 0.150 0.151 -0.261
P 2.9530 -1.9645 1.2501 0.030 -0.122 -0.025 0.463
O 1.5824 -2.4903 1.1806 -0.030 0.071 -0.010 -0.253
N 4.0618 -3.1740 1.1595 0.014 0.012 -0.021 -0.296
C 5.4805 -2.8572 1.1790 0.008 -0.013 0.005 -0.103
C 3.7267 -4.3605 0.3781 -0.011 -0.017 0.020 -0.092
N 3.3870 -1.0606 2.5519 0.001 0.008 -0.047 -0.289
C 3.5817 0.3811 2.5302 -0.084 0.063 0.002 -0.077
C 2.9369 -1.5753 3.8459 0.026 -0.059 -0.037 -0.088
N 2.3006 -0.7645 -2.3834 -0.020 -0.014 0.057 -0.281
C 1.1635 -1.6853 -2.4738 -0.013 0.026 -0.023 -0.102
C 3.4740 -1.2058 -3.1216 0.001 -0.013 -0.010 -0.088
H 3.7148 2.2751 -2.9637 0.004 -0.003 0.000 0.092
H 3.7169 3.2470 -1.4775 -0.006 -0.002 0.003 0.095
H 2.2343 2.4459 -2.0110 -0.033 0.002 -0.021 0.047
H 5.5996 0.9626 -1.9784 -0.005 0.001 -0.009 0.083
H 5.3144 0.0580 -0.4836 0.000 0.000 0.008 0.068
H 5.5230 1.8144 -0.4312 -0.007 -0.003 -0.002 0.091
H 5.6640 -2.0096 1.8365 0.000 0.004 -0.001 0.077
H 5.8588 -2.6218 0.1765 0.000 -0.001 -0.006 0.081
H 6.0374 -3.7151 1.5587 0.002 0.001 0.002 0.086
H 2.6558 -4.5379 0.4242 0.000 0.000 0.000 0.077
H 4.2483 -5.2227 0.7962 0.002 -0.002 0.003 0.086
H 4.0281 -4.2528 -0.6705 0.006 0.005 -0.006 0.081
H 4.0983 0.6906 1.6270 0.017 0.010 -0.063 0.063
H 4.1987 0.6572 3.3870 0.016 -0.004 -0.006 0.091
H 2.6354 0.9234 2.5989 -0.039 -0.022 0.040 0.069
H 2.8814 -2.6626 3.8150 -0.020 -0.001 0.005 0.084
H 1.9542 -1.1752 4.1064 0.017 0.015 0.022 0.068
H 3.6572 -1.2898 4.6141 0.002 -0.001 0.003 0.086
H 0.3315 -1.3105 -1.8776 0.019 0.007 -0.003 0.025
H 1.4262 -2.6880 -2.1178 0.010 0.005 0.009 0.096
H 0.8407 -1.7537 -3.5132 0.014 0.005 0.001 0.092
H 4.2197 -0.4143 -3.1718 0.009 0.006 0.012 0.066
H 3.1734 -1.4501 -4.1407 0.000 0.008 -0.002 0.091
H 3.9336 -2.0985 -2.6791 -0.006 -0.003 0.003 0.084
N -0.3783 -0.1021 3.1183 0.039 -0.017 0.014 -0.005
N -0.5770 -0.5894 1.7766 -0.014 -0.125 0.119 -0.122
H -0.4309 -0.8877 3.7633 -0.024 0.018 0.004 0.075
H -1.1876 0.4750 3.3223 0.005 0.003 -0.008 0.025
H -1.3305 -1.2741 1.7452 -0.019 0.029 0.047 0.038
H 0.2599 -1.1082 1.5134 -0.024 -0.030 -0.002 0.028

Entry 4:
15
Properties=species:S:1:pos:R:3:forces:R:3:lowdin_charge:R:1 method="wB97M-V/def2-TZVPD" e_lumo_ev=0.31 homo_energy_ev=-9.444 smiles="[H]/P=C/C(C)(C)O" spin_multiplicity=1 de_lowest_kcal_mol=39.4 max_force_ev_per_a=5.7 energy_ha=-574.315701
H -0.2374 -3.5241 0.5645 0.816 1.246 -1.284 -0.093
P 0.3294 -2.4739 -0.4245 -0.914 -0.903 1.701 0.828
C 0.0104 -1.1702 0.5806 1.654 0.700 -4.159 -0.461
C 0.1769 0.3068 0.1993 -1.746 -0.966 1.077 -0.664
C 1.2200 0.4559 -0.9185 -1.157 1.916 2.666 -0.053
C -1.2418 0.8193 -0.2086 2.424 -4.743 -1.923 -0.021
O 0.4701 0.9677 1.4586 -0.307 1.746 -0.484 -0.067
H -0.3729 -1.2901 1.4886 -1.609 -0.560 3.778 -0.002
H 2.1206 0.3062 -0.3482 0.867 0.100 -0.536 0.086
H 1.0567 1.4954 -1.2331 0.759 -0.343 -0.564 0.094
H 1.0419 -0.2804 -1.6503 0.009 -0.596 -1.096 0.018
H -1.1978 1.8145 -0.3286 -0.112 3.666 -0.686 0.039
H -1.9545 0.4992 0.4776 -1.296 -0.382 1.264 0.065
H -1.3709 0.2391 -1.1570 -0.623 0.995 0.428 0.107
H -0.0507 1.8346 1.4996 1.236 -1.876 -0.184 0.124

Entry 5:
57
Properties=species:S:1:pos:R:3:forces:R:3:lowdin_charge:R:1 method="wB97M-V/def2-TZVPD" e_lumo_ev=0.41 homo_energy_ev=-8.767 smiles="CC(=O)N1CCc2cc(S(=O)(=O)N[C@H](C(=O)NCc3ccccc3)C(C)C)ccc21" spin_multiplicity=1 de_lowest_kcal_mol=10.9 max_force_ev_per_a=0.7 energy_ha=-1718.001092
C -7.4585 -0.1828 -0.4644 -0.001 0.065 -0.230 0.008
C -6.0479 -0.2113 -1.0031 -0.288 0.000 0.139 -0.468
O -5.7823 0.0728 -2.1501 0.025 0.064 -0.250 0.074
N -5.0897 -0.5828 -0.0978 0.079 -0.007 -0.017 0.017
C -5.3640 -0.9272 1.2953 -0.419 -0.070 0.441 -0.113
C -4.0027 -1.2639 1.9285 0.045 -0.024 0.056 -0.077
C -3.0404 -1.0884 0.7927 0.113 0.046 -0.181 -0.145
C -1.6758 -1.2564 0.7709 -0.239 -0.039 0.022 -0.008
C -1.0112 -1.0274 -0.4247 0.615 -0.062 -0.227 -0.287
S 0.7614 -1.1504 -0.4208 -0.063 0.246 0.416 0.670
O 1.2326 -1.1131 -1.7861 -0.445 0.050 -0.036 -0.308
O 1.1890 -2.2316 0.4142 -0.143 0.057 0.211 -0.277
N 1.1627 0.2472 0.3793 -0.223 -0.676 -0.209 -0.067
C 1.2497 1.4963 -0.3592 -0.121 0.630 -0.044 -0.250
C 2.7303 1.7697 -0.6928 -0.358 -0.136 -0.291 -0.443
O 3.3782 2.6702 -0.1986 0.123 0.234 0.213 0.074
N 3.2172 0.8813 -1.5757 0.167 -0.170 -0.446 0.083
C 4.6428 0.6835 -1.7657 0.039 0.090 0.076 -0.116
C 5.1092 -0.4511 -0.8870 0.076 0.080 -0.035 -0.210
C 4.6235 -1.7355 -1.1072 0.107 0.031 0.048 -0.046
C 4.9800 -2.7719 -0.2641 -0.054 -0.056 -0.052 -0.078
C 5.8292 -2.5365 0.8045 0.059 -0.037 0.079 -0.093
C 6.3168 -1.2606 1.0287 0.049 -0.044 0.098 -0.086
C 5.9530 -0.2206 0.1900 -0.016 0.031 -0.081 -0.040
C 0.5801 2.6533 0.4028 0.012 -0.165 -0.010 -0.366
C -0.9369 2.4827 0.3924 0.279 0.067 -0.091 -0.062
C 1.0964 2.7612 1.8354 0.102 0.084 -0.272 -0.065
C -1.6800 -0.6413 -1.5685 0.133 -0.059 -0.018 -0.046
C -3.0565 -0.4675 -1.5543 -0.128 0.054 -0.102 0.030
C -3.7279 -0.6912 -0.3612 0.578 -0.032 -0.126 -0.130
H -8.1239 0.1182 -1.2687 0.048 -0.005 -0.001 0.088
H -7.5445 0.5282 0.3542 -0.034 0.015 0.113 0.084
H -7.7546 -1.1661 -0.1056 -0.042 -0.060 0.093 0.084
H -6.0456 -1.7815 1.3399 0.040 0.110 0.053 0.124
H -5.8407 -0.0825 1.8005 0.013 -0.129 -0.012 0.124
H -3.7625 -0.5918 2.7533 -0.046 -0.031 0.009 0.122
H -3.9748 -2.2842 2.3124 -0.044 0.033 0.030 0.123
H -1.1139 -1.5647 1.6375 0.006 -0.041 0.215 0.129
H 1.8788 0.1124 1.0745 0.154 -0.316 0.158 0.128
H 0.7109 1.3289 -1.2980 0.073 0.178 -0.008 0.147
H 2.6174 0.1122 -1.8608 0.052 0.235 0.075 0.083
H 5.1426 1.6161 -1.4959 -0.005 -0.132 -0.125 0.119
H 4.8243 0.4604 -2.8209 0.043 0.075 0.093 0.128
H 3.9529 -1.9220 -1.9334 -0.088 -0.044 -0.105 0.111
H 4.5891 -3.7628 -0.4384 -0.039 -0.097 -0.012 0.105
H 6.1082 -3.3460 1.4630 0.018 -0.063 0.049 0.100
H 6.9772 -1.0719 1.8627 0.048 0.010 0.065 0.101
H 6.3217 0.7781 0.3740 0.027 0.115 0.009 0.112
H 0.8457 3.5714 -0.1305 0.014 -0.064 0.003 0.144
H -1.4103 3.3102 0.9156 -0.091 0.060 0.063 0.079
H -1.2110 1.5540 0.8883 -0.100 -0.110 0.077 0.067
H -1.3215 2.4538 -0.6248 -0.116 -0.010 -0.116 0.079
H 0.6568 3.6286 2.3220 -0.058 0.041 0.105 0.080
H 0.8300 1.8731 2.4035 -0.091 -0.090 0.142 0.075
H 2.1759 2.8777 1.8328 0.085 0.028 0.106 0.070
H -1.1131 -0.4890 -2.4728 0.010 0.044 -0.152 0.115
H -3.5934 -0.1676 -2.4379 0.018 -0.003 -0.009 0.106

Entry 6:
8
Properties=species:S:1:pos:R:3:forces:R:3:lowdin_charge:R:1 method="wB97M-V/def2-TZVPD" e_lumo_ev=4.07 homo_energy_ev=-4.337 total_charge=-1 spin_multiplicity=1 de_lowest_kcal_mol=51.6 max_force_ev_per_a=3.4 energy_ha=-755.036251
N 0.5480 -0.1906 -0.9471 0.440 2.142 2.589 -0.239
O -1.5789 1.3405 0.0375 0.930 -0.945 -0.189 -0.570
O -1.1042 -0.9084 1.0893 0.086 1.144 -2.030 -0.575
O 1.3003 1.0725 -0.0881 -3.274 0.217 -0.514 -0.257
O 1.0928 -1.2926 -0.3657 1.209 0.057 -1.744 -0.160
S -1.2885 -0.1058 -0.2084 -0.403 -0.661 1.544 0.721
H 0.4968 1.7278 0.1579 2.152 -2.318 -0.901 0.058
H 0.5337 -1.6433 0.3246 -1.138 0.364 1.246 0.021

Entry 7:
7
Properties=species:S:1:pos:R:3:forces:R:3:lowdin_charge:R:1 method="wB97M-V/def2-TZVPD" e_lumo_ev=0.62 homo_energy_ev=-12.101 spin_multiplicity=1 de_lowest_kcal_mol=77.2 max_force_ev_per_a=3.7 energy_ha=-393.553814
F -0.0857 0.9354 0.5681 -0.525 -0.522 -0.142 0.043
C -0.8290 0.4155 -0.4224 1.478 3.253 -1.119 -0.207
N -1.2653 -0.7325 -0.5023 -1.237 -0.756 -2.262 0.042
F -0.9024 -1.5647 0.4642 0.496 -0.864 1.957 -0.021
H -0.8620 1.1053 -1.3283 -0.526 -1.011 1.492 0.161
F 2.3845 0.1580 0.5867 -1.052 -0.880 0.013 -0.094
H 1.5598 -0.3171 0.6339 1.365 0.780 0.060 0.075

Entry 8:
16
Properties=species:S:1:pos:R:3:forces:R:3:lowdin_charge:R:1 method="wB97M-V/def2-TZVPD" e_lumo_ev=1.12 homo_energy_ev=-11.419 smiles=CC.CC spin_multiplicity=1 de_lowest_kcal_mol=23.0 max_force_ev_per_a=4.1 energy_ha=-159.548254
C 0.5199 1.1316 2.1498 0.033 -2.191 1.385 -0.197
C 0.9320 2.0713 1.1221 1.217 -0.720 -2.639 -0.192
H -0.3822 1.4538 2.5796 -1.163 0.278 1.224 0.046
H 0.3319 0.1097 1.7913 -0.220 0.328 -0.494 0.063
H 1.2862 0.8970 2.9120 -0.290 0.768 -0.097 0.083
H 1.6986 1.5193 0.5771 0.229 0.248 -0.586 0.063
H 1.4587 2.9214 1.4556 0.155 1.273 0.659 0.050
H 0.1791 2.3358 0.3642 0.034 -0.001 0.534 0.080
C -1.3681 -1.3740 -2.0930 -0.242 0.466 4.025 -0.140
C -0.1075 -1.7776 -1.2341 -0.734 2.438 0.945 -0.145
H -2.3322 -1.8730 -1.7504 1.462 0.205 -0.620 0.090
H -1.5507 -0.3304 -1.9248 -0.240 0.729 0.233 0.044
H -1.2109 -1.4242 -3.0866 0.393 -0.726 -3.401 0.006
H -0.5566 -2.1710 -0.3538 0.084 -0.598 1.008 0.033
H 0.6448 -0.9659 -0.8241 -1.735 -1.119 -1.329 0.094
H 0.4571 -2.5240 -1.6849 1.017 -1.379 -0.846 0.021